1.
The molecule C26H24N2O3S, computed with ωB97M-V/def2-TZVPD.

Each line ends with the Mulliken charge.
CARTESIAN COORDINATES (ANGSTROEM)
S: 2.17 -2.65 -1.05  -0.255
O: -0.36 1.48 -2.14  -0.158
O: -0.08 1.98 5.21  -0.458
O: 1.33 0.60 -4.66  -0.639
N: 1.40 -0.82 -2.91  0.078
N: 1.15 -0.34 -0.59  0.011
C: -0.77 4.21 0.29  -0.622
C: -1.71 -3.42 -0.24  -0.672
C: 0.52 1.78 6.46  -0.903
C: -2.79 2.95 0.09  -0.485
C: 1.69 -0.42 3.06  -0.999
C: 0.05 0.79 1.80  0.357
C: -0.72 -2.78 -2.76  0.389
C: 0.34 1.24 4.15  0.907
C: -0.31 1.49 2.94  -0.511
C: 1.26 0.44 -3.46  0.473
C: -2.08 3.99 0.67  -0.666
C: -0.86 2.35 -1.22  0.170
C: -0.09 -2.39 -4.07  -0.913
C: 0.99 1.60 -2.52  -0.761
C: 1.48 -1.10 -1.57  0.478
C: -0.15 3.40 -0.65  -0.019
C: 1.96 -2.15 0.57  -0.711
C: -1.12 -4.40 -1.03  -0.492
C: -0.63 -4.08 -2.28  -0.564
C: 1.05 -0.17 1.85  0.030
C: 1.40 -0.90 0.63  -0.337
C: -2.19 2.14 -0.85  -0.204
C: 1.36 -1.93 -3.85  -1.277
C: -1.34 -1.81 -1.97  -0.025
C: -1.82 -2.13 -0.72  -0.325
C: 1.34 0.28 4.20  -0.629
H: 1.60 2.00 6.43  0.350
H: -2.08 -3.67 0.75  0.422
H: -2.73 1.32 -1.30  0.451
H: -1.42 -0.79 -2.33  0.216
H: 1.86 0.07 5.12  0.396
H: 2.21 -2.80 1.38  0.443
H: 2.48 -1.15 3.11  0.385
H: -3.82 2.77 0.37  0.372
H: -2.28 -1.36 -0.10  0.397
H: 1.79 -1.58 -4.79  0.527
H: -1.03 -5.41 -0.66  0.395
H: -0.46 0.98 0.87  0.272
H: 1.15 2.53 -3.09  0.476
H: 0.87 3.59 -0.92  0.391
H: -0.15 -4.83 -2.88  0.393
H: -2.55 4.63 1.40  0.420
H: 1.65 1.57 -1.65  0.496
H: -0.07 -3.24 -4.75  0.549
H: -1.08 2.24 2.91  0.520
H: 0.03 2.47 7.15  0.251
H: 1.98 -2.75 -3.46  0.514
H: 0.38 0.75 6.82  0.351
H: -0.21 5.02 0.74  0.380
H: -0.64 -1.57 -4.53  0.367

Computed properties:
* strongest force on any atom: 1.530 eV/Å
* lowest unoccupied orbital energy: 0.6 eV
* Kohn-Sham gap: 0.303 Eh
* E: -1738.59479 a.u.
* energy above the lowest of the compared OMol25 structures with the same formula, charge and spin: 191.4 kJ/mol
* structure (SMILES): COc1ccc(-c2csc(N(CCc3ccccc3)C(=O)COc3ccccc3)n2)cc1

=====

2.
The molecule C5H10O, computed with ωB97M-V/def2-TZVPD.

Each line ends with the Mulliken charge.
CARTESIAN COORDINATES (ANGSTROEM)
O: -1.25 -0.09 1.43  -0.661
C: 0.20 1.38 -1.15  -1.265
C: 0.03 0.14 1.07  0.309
C: -1.10 -0.81 -1.05  -1.250
C: 1.09 -0.81 1.53  -1.194
C: -0.28 0.20 -0.36  0.735
H: -0.66 -1.08 -2.01  0.421
H: -1.26 -1.67 -0.40  0.324
H: 2.06 -0.52 1.12  0.327
H: 0.84 -1.81 1.20  0.328
H: 1.12 -0.77 2.62  0.303
H: 0.35 1.16 1.33  0.298
H: -0.62 2.06 -1.38  0.312
H: 0.96 1.93 -0.60  0.356
H: 0.62 1.06 -2.12  0.359
H: -2.10 -0.39 -1.26  0.298

Computed properties:
* strongest force on any atom: 0.952 eV/Å
* lowest unoccupied orbital energy (spin up / spin down): -0.4 / -0.1 eV
* Kohn-Sham gap (spin up / spin down): 0.294 / 0.326 Eh
* E: -271.63502 a.u.
* energy above the lowest of the compared OMol25 structures with the same formula, charge and spin: 308.8 kJ/mol

=====

3.
A structure of composition C4H9NO2S, computed with ωB97M-V/def2-TZVPD.

Each line ends with the Mulliken charge.
CARTESIAN COORDINATES (ANGSTROEM)
S: -1.61 1.42 -3.33  -0.507
O: 0.18 -2.09 1.72  -0.453
O: 0.82 -2.07 -0.44  -0.451
N: 1.44 1.00 0.95  -0.671
C: -0.16 0.58 -0.79  -1.808
C: 0.40 0.32 0.65  1.084
C: -0.94 0.47 1.04  -0.580
C: 0.98 -1.62 0.66  0.208
H: 2.01 -1.59 1.04  0.316
H: -1.56 -0.32 1.46  0.308
H: -0.92 -0.03 -1.26  0.509
H: -1.05 1.40 1.60  0.317
H: -0.40 1.64 -0.91  0.549
H: 0.74 0.50 -1.43  0.472
H: -0.09 -2.96 1.40  0.333
H: -1.43 2.29 -4.33  0.071
H: 1.58 1.09 1.96  0.302

Computed properties:
* strongest force on any atom: 5.399 eV/Å
* lowest unoccupied orbital energy: -3.5 eV
* Kohn-Sham gap: 0.131 Eh
* E: -760.89721 a.u.
* energy above the lowest of the compared OMol25 structures with the same formula, charge and spin: 961.5 kJ/mol

=====

4.
A cluster of 2 separate species, C22H19F6 in total, computed with ωB97M-V/def2-TZVPD.

Each line ends with the Mulliken charge.
CARTESIAN COORDINATES (ANGSTROEM)
F: -5.66 1.78 -3.34  -0.219
F: 5.48 2.75 -1.41  -0.240
F: -6.14 0.69 -1.48  -0.240
F: -5.38 2.76 -1.38  -0.240
F: 5.76 1.77 -3.37  -0.219
F: 6.24 0.68 -1.51  -0.240
C: -0.53 -1.52 5.03  -0.700
C: 1.64 1.49 -1.93  -0.234
C: 0.01 -0.94 1.93  0.097
C: -5.32 1.59 -2.05  0.873
C: -3.90 1.06 -2.00  0.361
C: 0.95 -1.61 4.89  -0.440
C: 4.00 1.06 -2.02  0.378
C: 2.94 1.95 -1.99  -1.199
C: 2.46 -0.77 -1.99  -0.686
C: -2.36 -0.77 -1.96  -0.677
C: -3.65 -0.29 -1.95  -0.894
C: -1.54 1.49 -2.11  -0.286
C: 1.67 -1.38 3.79  -0.434
C: 1.24 -1.08 2.43  -0.048
C: -1.31 -2.02 3.81  -0.735
C: -2.84 1.94 -2.08  -1.175
C: 0.05 -0.45 -2.00  -0.228
C: -1.27 -0.99 2.68  -0.670
C: 1.35 0.11 -1.98  1.200
C: 5.42 1.58 -2.08  0.860
C: 3.74 -0.30 -2.01  -0.863
C: -1.25 0.11 -2.02  1.118
H: -0.89 -2.98 3.46  0.336
H: 2.05 -0.98 1.72  0.342
H: -3.05 3.00 -2.12  0.480
H: 0.87 2.21 -1.77  0.274
H: -4.49 -0.97 -1.93  0.481
H: -0.85 -2.07 5.93  0.359
H: 2.28 -1.83 -1.98  0.435
H: -0.76 2.20 -2.28  0.343
H: 3.16 3.00 -1.98  0.479
H: -1.48 0.01 3.10  0.330
H: -0.07 -0.74 0.87  0.009
H: -2.10 -1.17 1.98  0.264
H: -0.81 -0.48 5.23  0.304
H: 4.59 -0.97 -2.01  0.482
H: -2.18 -1.83 -1.92  0.445
H: 0.05 -1.53 -2.02  0.364
H: 2.74 -1.47 3.91  0.314
H: 1.49 -1.85 5.79  0.369
H: -2.35 -2.24 4.09  0.370

Computed properties:
* strongest force on any atom: 0.894 eV/Å
* lowest unoccupied orbital energy: -6.5 eV
* Kohn-Sham gap: 0.152 Eh
* charge: +1
* E: -1448.63624 a.u.

=====

5.
The molecule C4H12N2S, computed with ωB97M-V/def2-TZVPD.

Each line ends with the Mulliken charge.
CARTESIAN COORDINATES (ANGSTROEM)
S: -2.10 1.19 -1.01  -0.203
N: 1.28 -0.52 0.62  -0.262
N: 1.45 -2.86 0.03  -0.579
C: 0.68 1.78 0.80  -1.411
C: 0.15 0.38 0.51  0.544
C: -0.54 0.28 -0.86  -0.864
C: 1.29 -1.87 1.08  -0.544
H: -0.73 -0.77 -1.08  0.220
H: 2.13 -1.95 1.77  0.360
H: -0.53 0.03 1.29  0.202
H: -1.56 2.33 -1.45  0.112
H: 0.84 -2.63 -0.74  0.208
H: 1.40 2.07 0.02  0.370
H: 1.09 1.85 1.80  0.367
H: 0.36 -1.97 1.65  0.288
H: 2.14 -0.28 0.15  0.245
H: 1.31 -3.81 0.33  0.220
H: 0.17 0.65 -1.58  0.360
H: -0.11 2.52 0.67  0.368

Computed properties:
* strongest force on any atom: 1.295 eV/Å
* lowest unoccupied orbital energy: 0.9 eV
* Kohn-Sham gap: 0.343 Eh
* E: -667.28047 a.u.
* energy above the lowest of the compared OMol25 structures with the same formula, charge and spin: 37.8 kJ/mol
* structure (SMILES): C[C@@H](CS)NCN

=====

6.
A structure of composition C15H18AuF2N3, computed with ωB97M-V/def2-TZVPD.

Each line ends with the Mulliken charge.
CARTESIAN COORDINATES (ANGSTROEM)
Au: 0.38 0.08 0.26  -0.037
F: -4.72 1.61 0.18  -0.336
F: -4.05 -2.93 0.92  -0.335
N: -0.07 -2.67 1.24  -0.383
N: 2.51 0.48 0.17  -0.648
N: 0.62 3.62 0.51  -0.468
C: -0.75 -5.07 0.06  -0.353
C: -2.12 -1.58 0.55  0.137
C: -3.51 -1.72 0.64  0.469
C: 3.17 2.75 -0.67  -0.597
C: -3.87 0.57 0.32  0.431
C: 2.14 3.59 -1.43  -0.909
C: -1.61 -3.99 0.01  -0.709
C: 3.12 1.25 -0.95  -0.590
C: -4.41 -0.68 0.53  -0.738
C: 0.46 -4.94 0.73  -0.523
C: -2.51 0.79 0.26  -0.665
C: 0.71 3.37 -0.93  -0.310
C: -1.24 -2.78 0.61  0.532
C: -1.61 -0.27 0.37  0.315
C: 0.75 -3.71 1.29  -0.267
H: 1.16 -5.76 0.80  0.363
H: 1.68 -3.55 1.83  0.396
H: 0.64 4.62 0.70  0.223
H: 4.13 0.88 -1.13  0.386
H: 0.03 3.99 -1.52  0.393
H: -5.47 -0.85 0.61  0.493
H: 0.43 2.33 -1.10  0.089
H: 2.75 0.93 1.05  0.295
H: 3.02 2.93 0.40  0.421
H: 2.92 -0.45 0.21  0.323
H: 2.54 1.04 -1.85  0.297
H: -2.17 1.80 0.11  0.355
H: 4.17 3.12 -0.91  0.302
H: 2.40 4.65 -1.31  0.356
H: 2.19 3.37 -2.50  0.340
H: -1.02 -6.01 -0.41  0.409
H: -2.54 -4.08 -0.52  0.355
H: -0.25 3.26 0.88  0.186

Computed properties:
* strongest force on any atom: 0.370 eV/Å
* lowest unoccupied orbital energy: 0.6 eV
* Kohn-Sham gap: 0.323 Eh
* E: -1082.07013 a.u.